C26H47F7N10O25S | wB97M-V/def2-TZVPD

Properties
Kohn-Sham gap in eV: 8.772
DFT total energy in eV: -123638.232
SMILES: CCCOC1=C(S(=O)(=O)C(F)(F)C(F)(F)C(F)(F)F)C(=O)C=C([C@H](C)CC)C1=O.C[N+](=O)[O-].C[N+](=O)[O-].C[N+](=O)[O-].C[N+](=O)[O-].C[N+](=O)[O-].C[N+](=O)[O-].C[N+](=O)[O-].C[N+](=O)[O-].C[N+](=O)[O-].C[N+](=O)[O-]
Lowest unoccupied orbital energy in eV: -0.72

XYZ file:
```
116
Properties=species:S:1:pos:R:3:forces:R:3
C -2.129215 -1.294503 -2.629546 0.8 1.0 -0.2
C -1.009284 -0.491442 -3.363692 0.1 -0.6 0.4
C 0.416860 -0.858297 -2.894621 -0.8 -0.2 -1.1
O 1.009516 0.171280 -2.043789 0.2 -0.6 -0.4
C 0.313306 0.431366 -0.962423 0.3 -1.0 0.2
C -0.235367 1.598009 -0.706958 -0.5 2.3 1.0
S -0.113093 2.997531 -1.793192 -0.9 -1.3 -2.4
O -1.327041 3.088904 -2.537276 -1.2 0.5 0.7
O 1.019408 2.960752 -2.656174 1.5 0.1 1.0
C -0.016783 4.591768 -0.826729 0.6 -0.7 0.4
F 0.333824 5.500514 -1.714243 0.4 0.5 -1.0
F -1.224150 4.916052 -0.418552 -0.8 0.1 0.9
C 1.055308 4.622102 0.315155 -0.6 0.7 0.4
F 1.728131 3.483597 0.428593 -0.1 -1.1 -0.1
F 1.953547 5.556535 0.027301 0.6 0.8 -0.2
C 0.509254 4.988766 1.723999 1.3 -0.7 0.1
F 1.496735 4.728711 2.591825 0.8 -0.3 0.4
F 0.262233 6.256092 1.843758 -0.8 1.5 -0.3
F -0.507186 4.273904 2.095641 -1.3 -0.7 0.1
C -1.013216 1.756039 0.586909 2.0 -1.0 0.4
O -2.039457 2.340821 0.655086 -1.9 1.4 -0.1
C -0.362623 1.100252 1.765517 -0.5 1.3 -0.9
C 0.194753 -0.061749 1.544428 1.1 -1.1 0.4
C 0.906737 -0.767103 2.681372 0.1 -0.8 0.1
C 1.891572 -1.849447 2.212246 0.1 0.3 0.0
C -0.112244 -1.255300 3.766251 -0.3 0.0 -1.4
C -0.641478 -2.692387 3.525064 0.2 0.8 0.3
C 0.120250 -0.625797 0.144364 0.3 2.3 0.8
O -0.097299 -1.759356 -0.068035 -0.2 -2.4 -0.6
H -2.506190 -0.671451 -1.811626 -0.3 -0.3 0.0
H -2.910102 -1.482102 -3.365872 -0.2 -0.1 0.3
H -1.728991 -2.223411 -2.223347 -0.3 0.0 -0.1
H -1.085107 -0.717569 -4.430112 0.2 0.3 0.7
H -1.144349 0.587252 -3.244695 -0.1 -0.1 -0.1
H 1.043915 -0.903028 -3.784530 0.4 0.2 0.3
H 0.398263 -1.834286 -2.415847 0.3 0.2 0.2
H -0.345204 1.584507 2.733044 -0.3 0.0 0.0
H 1.510392 0.002482 3.177989 -0.3 -0.1 -0.3
H 1.415766 -2.770551 1.877816 0.0 0.1 0.1
H 2.495832 -1.484360 1.373986 0.0 0.0 0.1
H 2.580740 -2.059569 3.032736 0.0 -0.2 -0.1
H 0.332875 -1.099135 4.744365 -0.1 -0.3 0.1
H -0.977305 -0.581992 3.671797 1.0 -0.5 0.4
H -0.558479 -2.962475 2.469552 0.1 -0.1 0.1
H -0.088539 -3.386400 4.158725 -0.2 -0.3 -0.2
H -1.705248 -2.710248 3.758732 0.1 -0.2 0.3
C -0.219348 -2.407918 -7.824895 0.0 0.3 0.2
N -0.620999 -1.874822 -6.491384 0.1 0.2 -0.5
O -1.111049 -0.757047 -6.460278 0.1 -0.6 -0.1
O -0.429583 -2.600521 -5.535074 -0.1 0.1 0.0
H -0.446721 -1.663778 -8.577159 -0.1 0.0 0.1
H 0.847734 -2.609894 -7.783892 0.0 -0.1 0.1
H -0.782521 -3.314066 -7.993531 0.0 -0.1 0.2
C 2.016187 7.044676 4.695600 0.0 0.1 -0.1
N 1.627433 7.565291 6.035873 0.0 0.1 0.0
O 1.194096 8.698262 6.096048 0.1 -0.2 0.1
O 1.773016 6.810906 6.977962 0.0 0.1 -0.1
H 1.833928 7.816707 3.956279 0.0 0.0 0.1
H 3.071152 6.788903 4.737795 0.0 -0.1 0.1
H 1.409017 6.168579 4.498109 0.1 -0.1 0.1
C 4.404773 2.701441 3.105202 0.1 0.1 -0.1
N 3.724885 1.395508 3.328585 0.0 0.1 0.0
O 4.088015 0.450132 2.660695 -0.1 0.1 0.1
O 2.846247 1.372631 4.171640 0.3 0.1 -0.1
H 5.156087 2.572706 2.334157 0.0 -0.1 0.0
H 3.646309 3.415289 2.794584 0.0 0.0 0.1
H 4.859251 2.997899 4.046321 -0.1 0.0 0.0
C 1.469440 -5.236932 -3.120672 0.1 0.1 0.1
N 0.013637 -4.961781 -2.984110 0.0 0.1 -0.1
O -0.320882 -4.032323 -2.274076 0.0 -0.4 -0.1
O -0.742753 -5.691138 -3.594256 0.1 0.1 0.1
H 2.017643 -4.513899 -2.526368 -0.1 0.0 0.0
H 1.646466 -6.246448 -2.761077 0.0 0.1 -0.2
H 1.722052 -5.144654 -4.173370 -0.1 -0.1 0.0
C 1.714075 7.598955 -3.614522 -0.1 -0.1 -0.1
N 2.692905 8.625578 -4.068789 0.0 0.0 -0.1
O 2.945080 8.677939 -5.255996 0.0 0.1 0.2
O 3.171964 9.341976 -3.211144 -0.1 -0.1 -0.2
H 1.372223 7.037658 -4.476724 0.1 0.0 0.0
H 2.224405 6.950718 -2.908307 0.0 0.1 0.1
H 0.888576 8.121630 -3.139871 0.1 0.0 0.1
C -0.172198 -3.486217 -12.459374 0.0 0.1 -0.2
N -0.591525 -2.950720 -11.134893 0.0 0.0 -0.1
O -1.086102 -1.843223 -11.104149 0.1 -0.2 0.1
O -0.407095 -3.667782 -10.166994 0.0 0.0 -0.6
H -0.396019 -2.745189 -13.218295 0.0 0.0 0.1
H 0.895006 -3.682410 -12.409120 0.0 -0.1 0.1
H -0.730305 -4.401882 -12.632331 0.1 0.0 0.1
C -4.427430 1.030405 3.157547 -0.1 0.0 -0.2
N -3.377812 0.081537 3.618934 0.0 0.1 0.1
O -3.595009 -1.108741 3.515420 0.0 0.1 0.0
O -2.356752 0.563383 4.071688 -1.0 0.5 0.1
H -5.269024 0.459403 2.781629 0.1 -0.1 0.0
H -4.717417 1.635427 4.012052 0.1 0.0 0.0
H -3.989554 1.643902 2.372378 0.1 0.0 0.1
C 1.075423 -8.962127 -0.116376 -0.1 -0.2 -0.1
N 2.054560 -7.968043 -0.636518 0.0 0.0 0.0
O 2.334493 -8.015569 -1.823425 0.0 -0.1 0.3
O 2.507469 -7.174784 0.159263 0.0 -0.1 -0.2
H 0.759928 -9.598443 -0.935410 0.1 0.1 0.0
H 1.575927 -9.539639 0.655414 0.0 0.1 0.1
H 0.234990 -8.408445 0.292665 0.1 0.0 0.1
C -4.602487 -4.299914 4.821355 -0.1 0.0 -0.1
N -3.535139 -5.237223 5.274990 0.0 -0.1 0.0
O -3.754414 -6.430334 5.169123 0.1 0.2 0.0
O -2.519849 -4.743582 5.720135 -0.2 -0.1 -0.1
H -5.439561 -4.882636 4.453369 0.1 -0.1 0.0
H -4.894274 -3.697748 5.676990 0.1 0.1 0.0
H -4.184322 -3.679933 4.032704 0.1 0.1 0.1
C -1.371343 1.823234 7.962063 -0.2 0.1 0.1
N -1.573371 0.603330 7.131417 -0.1 -0.1 0.0
O -2.617463 -0.007113 7.271519 0.2 0.1 -0.1
O -0.677725 0.307120 6.370358 -0.1 0.1 0.3
H -2.244929 1.964863 8.588474 0.0 -0.1 0.0
H -0.482076 1.664096 8.564979 0.1 0.0 -0.1
H -1.238605 2.661551 7.284074 0.1 -0.1 0.0
```
Positions in Å, forces in eV/Å.

Atom charges from the Löwdin analysis, given in e for atoms 1 to 4:
1 C -0.062
2 C -0.185
3 C -0.120
4 O 0.011